# 1
Density functional theory data (ωB97M-V/def2-TZVPD) for a 6-piece molecular cluster, C33H59BCl11F9N2O7 overall.

Cartesian coordinates (Å):
H 2.91158 1.95182 -0.63720
C -3.76605 2.54683 -3.16027
C -0.45281 9.43849 0.14654
C -6.63749 3.25201 -1.47016
H 1.72715 5.49800 -2.32429
O -0.56009 5.08394 3.68447
C 4.00522 1.75786 1.08798
B -2.87123 -2.92046 -2.21315
H 0.63627 9.41194 0.04176
N -1.03859 5.04594 2.54137
H -3.18804 -6.43369 4.64224
C -1.44245 1.31277 -2.53677
H -1.25885 -1.57577 -3.32334
H -3.66347 -4.47232 -1.08399
C 0.52778 3.38100 -0.84558
C 6.49096 -4.42578 -0.62295
H 1.76209 -0.95994 3.04948
O -1.69501 -1.29777 0.29517
H 4.54132 -5.12957 0.03842
C -1.47859 -1.98505 -2.23490
C 5.59602 -5.21636 0.31744
H 7.53239 -4.43027 -0.28688
C -2.97998 -0.86230 0.90652
Cl -0.90958 8.32254 1.45717
O -0.64012 1.13937 -0.03721
H -0.73792 10.44363 0.47304
Cl 5.96926 -2.73029 -0.78236
F -5.96097 5.64719 -1.83148
H 4.95701 1.18255 0.72429
H 1.53495 1.04251 -2.05638
H 2.43365 -2.26097 4.32209
C 4.50724 -1.25206 -5.21588
C 1.47235 -1.52570 0.17269
C 0.18392 -6.93649 3.13751
C 5.07986 -0.15222 -4.33684
H -0.94511 9.88351 -1.90240
H 5.97435 -0.48769 -3.80309
F -4.57012 4.29128 -0.44679
H 1.31220 1.11153 1.89495
F -7.65694 4.02782 -0.67131
C 1.54874 5.57369 -1.16973
H -0.41196 -1.52490 3.69306
H -0.07144 -6.12347 3.82404
H 0.90931 -0.75952 0.85344
H -3.15444 1.82313 -1.01503
H 5.35426 0.71047 -4.95209
H -0.67752 1.89727 -3.24292
Cl 5.76543 -4.68902 2.01005
H -0.77156 2.35097 2.35286
H -2.68642 -4.69973 7.14885
H 0.56140 6.11892 -0.85621
H 3.37011 -3.61333 2.54782
H 3.80185 1.68887 2.24244
F -3.46955 5.10822 -3.10973
O 1.71159 4.24698 -0.55495
Cl -1.22880 -5.59073 1.20838
Cl -0.82342 -5.17158 5.77575
C -2.43105 -5.51274 6.46231
H 0.20618 -2.85942 4.88333
Cl -3.06592 -1.18715 2.73056
F -6.24225 2.09551 -0.58601
H -1.81332 -7.44800 2.51448
C 0.19941 2.25090 0.26339
O -3.40395 -3.51343 -0.93596
H 3.55876 -0.95126 -5.67161
H 0.27846 -7.85763 3.72113
H -0.21183 -3.38597 3.07490
Cl 4.23217 -2.76166 -4.31190
F -3.11949 2.50043 -4.52520
H -0.39261 4.14201 -0.85642
H -1.82755 3.18200 1.03104
Cl 1.79156 -6.59533 2.45094
H 3.53319 -1.03367 1.27122
H -2.91428 -3.84593 -3.97334
F -7.33324 2.82433 -2.70532
Cl 3.90314 0.42840 -3.13249
C 0.23196 -2.52734 3.73773
H -4.42829 -6.02425 5.83928
H 1.64053 -3.76258 1.80812
H -3.92935 -1.31595 0.37942
C -0.87473 -7.11351 2.06131
H 6.45512 -4.86313 -1.62569
H 2.43935 6.24673 -0.74742
C -5.36947 4.26451 -1.69692
H 3.55499 -2.60978 0.14557
H 5.86893 -6.27599 0.28731
H -0.57307 -7.85744 1.31743
C -0.70643 3.06902 1.42543
Cl -0.57288 7.56926 -1.85869
F -5.30040 4.18954 -4.33071
C -3.48970 -5.68976 5.38612
C -0.62822 0.49455 -1.31242
C -1.14965 9.10365 -1.16211
N 2.74903 1.43760 0.25025
H -2.33651 -6.43388 7.04594
H 5.21042 -1.48881 -6.02066
C -4.50380 4.00743 -3.06416
C 0.80046 0.10418 -1.98378
C 1.60680 1.93020 1.07725
C 2.45518 -2.97277 2.15125
C -1.66370 -0.81536 -1.10968
H -2.26436 3.37621 -1.66137
F -4.67248 1.37729 -3.10321
O -0.12541 4.34609 1.83282
H -3.02351 0.32102 0.77405
H -2.76866 -0.39125 -1.28111
Cl -3.84377 -4.16699 4.53318
H 1.44341 -2.08377 -2.06982
H 0.82070 -2.52591 0.20708
H 2.80617 -0.88792 -1.55982
H 0.56576 -0.15640 -3.12670
H -1.99076 0.54851 -3.27183
H 2.00264 2.85406 1.70834
O -3.54365 -3.18691 -3.51236
C 1.77183 -2.09663 3.36773
C 2.91299 -1.95616 0.90548
H -0.62699 -2.72403 -1.84548
H 4.21501 2.91258 0.86946
H 0.66176 3.02851 -1.94982
C 1.64902 -1.12630 -1.38686
C -2.61930 2.30450 -1.96664
H -2.23411 9.03195 -1.03428

Results
Lowest unoccupied orbital energy in eV: -0.2
Multiplicity: 1
SMILES: CCCCCCC[C@](CCC(F)(F)C(F)(F)C(F)(F)C(F)(F)F)(O[C@@](CNC)(COC)CON=O)[C@@H](CB(O)O)OCCl.ClCCCl.ClCCCl.ClCCCl.ClCCCl.ClCCCl
Gap between HOMO and LUMO in eV: 8.373

Results of the Löwdin charge analysis, in e, for atoms 1 through 6: atom 1 (H): 0.0735, atom 2 (C): -0.1797, atom 3 (C): -0.6552, atom 4 (C): -0.1265, atom 5 (H): 0.1031, atom 6 (O): 0.0302


# 2
Density functional theory data (ωB97M-V/def2-TZVPD) for one molecule with the formula C5H13NO.

Cartesian coordinates (Å):
H -0.44102 3.76892 0.74913
C -0.35743 0.65637 -0.84175
H -1.83032 2.84217 0.23398
H -0.01832 0.39210 -1.84072
H -0.12888 -0.06298 1.15271
H 1.94294 -0.30571 -0.82119
C 0.11378 2.08456 -0.49104
N 1.58723 -0.52647 0.10112
H -0.57819 -2.00515 -1.14264
C -0.77814 2.76188 0.53148
C -0.59962 -1.72368 -0.08377
H 1.86172 -1.48073 0.31078
O 0.01445 -2.77459 0.66963
H 0.16639 2.66597 -1.41410
C 0.12476 -0.39726 0.14638
H -0.77746 2.21342 1.46491
H 1.11289 2.04240 -0.07029
H -1.44797 0.66986 -0.82461
H -1.62671 -1.58507 0.22618
H -0.62025 -3.10916 1.31904

Results
Lowest unoccupied orbital energy in eV: 0.9
Multiplicity: 1
SMILES: CCC[C@H](N)CO
Gap between HOMO and LUMO in eV: 9.928
ΔE to the lowest compared entry with this formula, charge and spin in kcal/mol: 17.2

Results of the Löwdin charge analysis, in e, for atoms 1 through 6: atom 1 (H): 0.0661, atom 2 (C): -0.1842, atom 3 (H): 0.0740, atom 4 (H): 0.1109, atom 5 (H): 0.1298, atom 6 (H): 0.0693


# 3
Density functional theory data (ωB97M-V/def2-TZVPD) for C7H15I2N2O6S2V as an isolated structure.

Cartesian coordinates (Å):
N -0.44888 -1.13821 0.82891
H -3.43277 -4.17854 1.42873
H -0.37962 -3.58440 1.29231
C 0.42362 1.66683 -3.36448
I -2.86066 -3.35768 -1.06485
O 4.48456 5.12107 2.41945
C -2.89524 -2.12647 1.87732
C -2.61983 -3.49097 1.11476
V 3.33705 4.71164 1.19313
C 1.19443 1.76905 -0.91887
H 2.30125 1.74197 -0.87115
S 0.96147 -0.22547 1.01349
H 1.45807 0.09567 -2.31998
H -0.53633 1.66424 0.40292
H -0.43135 2.36961 -3.24551
O 1.98252 -0.85688 0.12046
I -4.31824 -0.85920 0.79599
H 0.92874 2.82097 -1.18621
C -1.28501 -4.18110 1.50554
C 0.55582 1.48930 0.46547
O 2.17670 4.37730 -0.04946
H -1.15782 -5.14914 0.97651
O 1.50664 -0.15722 2.39231
O -1.80265 0.21723 2.59986
H -0.22348 0.23742 -1.77400
H 1.02719 2.17178 1.20589
H -3.30365 -2.39963 2.87146
O -0.71210 -1.83200 3.39890
C 0.66362 0.83230 -2.06516
N 1.62154 2.48495 -3.71284
H 0.18366 0.96581 -4.19495
H -1.26664 -4.41093 2.59452
H 2.41528 2.02076 -3.26906
S -1.35646 -1.16867 2.24387
H 1.80857 2.35861 -4.70528

Results
Lowest unoccupied orbital energy in eV: -6.6
Multiplicity: 1
Gap between HOMO and LUMO in eV: 2.111

Results of the Löwdin charge analysis, in e, for atoms 1 through 6: atom 1 (N): -0.2198, atom 2 (H): 0.0732, atom 3 (H): 0.0595, atom 4 (C): -0.2788, atom 5 (I): 0.7180, atom 6 (O): -0.5020


# 4
Density functional theory data (ωB97M-V/def2-TZVPD) for C7H5INP as an isolated structure.

Cartesian coordinates (Å):
H -1.55625 -2.64918 1.09524
C -1.13179 -1.66947 0.94385
H -0.51725 2.31966 -0.54362
H -2.20008 0.74436 -1.06585
C -1.22367 -1.07281 -0.43747
C 1.89774 2.10899 0.16238
C 1.59655 -0.27110 -0.07326
N 2.52946 3.02233 0.44675
C 1.07451 0.98154 -0.06832
H -1.85951 -1.62245 -1.12970
I 3.63472 -0.73509 0.00256
P 0.49863 -1.79943 -0.10000
C -1.27871 0.37400 -0.63516
C -0.30854 1.26868 -0.38930
H -1.15583 -1.00002 1.79191

Results
Lowest unoccupied orbital energy in eV: -0.6
Multiplicity: 1
Gap between HOMO and LUMO in eV: 8.067
ΔE to the lowest compared entry with this formula, charge and spin in kcal/mol: 0.0

Results of the Löwdin charge analysis, in e, for atoms 1 through 6: atom 1 (H): 0.0597, atom 2 (C): -0.2600, atom 3 (H): 0.1144, atom 4 (H): 0.1096, atom 5 (C): -0.4707, atom 6 (C): -0.2605


# 5
Density functional theory data (ωB97M-V/def2-TZVPD) for one molecule with the formula C6H13P.

Cartesian coordinates (Å):
H -0.94870 -2.91446 0.20784
H -1.08221 0.71079 -1.17153
H 1.05664 -0.93990 -2.80399
C -0.63768 -0.28876 -1.28431
P -0.21744 2.42292 0.29706
H 1.46529 0.13293 -1.49341
H 0.63697 -2.45179 -0.32658
H 0.35231 -2.46304 1.38783
C 0.71331 -0.10820 -2.15377
H -0.07800 2.45672 -1.07089
H 0.59910 0.85370 3.10279
H 1.35487 2.84138 0.38108
C -0.08257 0.59137 0.92921
H 0.75639 0.69904 -2.82297
H -0.93604 -0.17889 2.92821
C -0.31419 -0.50881 0.11507
H -0.95902 1.56201 2.66617
C -0.06054 -2.18785 0.44653
H -1.29064 -0.93288 -1.81853
C -0.32785 0.70370 2.48419

Results
Lowest unoccupied orbital energy in eV: 0.9
Multiplicity: 1
SMILES: CC/C(C)=C(/C)P
Gap between HOMO and LUMO in eV: 9.394
ΔE to the lowest compared entry with this formula, charge and spin in kcal/mol: 68.4

Results of the Löwdin charge analysis, in e, for atoms 1 through 6: atom 1 (H): 0.0938, atom 2 (H): 0.0374, atom 3 (H): 0.0773, atom 4 (C): -0.2431, atom 5 (P): 0.8079, atom 6 (H): 0.0308


Results for calculated total energy: -215356.04985; -8933.26508; -86314.83447; -26217.17676; -15718.02486 (in eV, following the order of the records).
Results for maximum force: 5.6; 0.7; 4.6; 2.1; 4.1 (in eV Å⁻¹, following the order of the records).